Record 1
The following is a DFT calculation (ωB97M-V/def2-TZVPD) of a 3-piece molecular cluster, C18H41BrIN6O2 overall.

```
! RIJCOSX wB97M-V def2-TZVPD def2/J DEFGRID3
* xyz 1 1
C 0.455 -2.613 -0.396
C 0.489 -2.404 -1.959
Br -1.231 -1.496 -2.432
C 1.619 -1.403 -2.435
N 2.889 -2.066 -2.799
C 4.032 -1.807 -2.212
N 4.179 -0.863 -1.130
C 5.407 -1.401 -0.456
I 5.203 -3.525 0.113
C 6.274 -1.504 -1.799
O 6.197 -0.135 -2.292
N 7.455 0.439 -2.178
O 7.484 1.235 -1.319
N 5.326 -2.383 -2.543
H -0.002 -3.623 -0.210
H 1.452 -2.524 0.104
H -0.230 -1.878 0.097
H 0.544 -3.385 -2.489
H 1.302 -0.802 -3.331
H 1.738 -0.646 -1.612
H 2.947 -2.739 -3.566
H 3.459 -0.902 -0.401
H 5.784 -0.743 0.357
H 7.312 -1.871 -1.625
H 5.587 -2.255 -3.528
C -0.715 3.607 1.916
C 0.441 2.972 1.155
N 0.378 3.178 -0.285
C 1.318 2.351 -1.024
C 2.813 2.591 -0.805
C 0.278 4.562 -0.731
C 1.388 5.529 -0.312
H -1.677 3.256 1.536
H -0.654 3.336 2.972
H -0.694 4.696 1.859
H 0.408 1.895 1.357
H 1.386 3.339 1.580
H 1.101 2.433 -2.095
H 1.105 1.301 -0.775
H 3.156 3.495 -1.308
H 3.383 1.759 -1.232
H 3.077 2.657 0.252
H -0.674 4.966 -0.375
H 0.184 4.583 -1.821
H 1.664 5.421 0.739
H 1.048 6.558 -0.453
H 2.283 5.407 -0.921
C -5.963 -3.047 3.590
C -5.062 -1.914 3.120
N -4.246 -2.256 1.963
C -3.200 -1.280 1.689
C -3.630 0.130 1.282
C -4.964 -2.748 0.795
C -6.034 -1.843 0.181
H -5.385 -3.949 3.802
H -6.475 -2.754 4.509
H -6.732 -3.291 2.856
H -4.399 -1.660 3.953
H -5.681 -1.026 2.934
H -2.529 -1.679 0.920
H -2.577 -1.195 2.587
H -3.986 0.163 0.252
H -2.770 0.805 1.337
H -4.403 0.537 1.935
H -5.437 -3.698 1.062
H -4.242 -3.019 0.018
H -6.676 -1.383 0.934
H -6.678 -2.433 -0.477
H -5.596 -1.055 -0.431
*
```

Results
DFT total energy (hartree): -4060.7419
Gap between HOMO and LUMO (eV): 5.8
Largest force on an atom (hartree/bohr): 0.072

Record 2
The following is a DFT calculation (ωB97M-V/def2-TZVPD) of C32H26Br2Cl2GeMgN6S2 as an isolated structure.

```
! RIJCOSX wB97M-V def2-TZVPD def2/J DEFGRID3
* xyz 0 1
Mg 0.019 -0.253 0.115
Br 3.989 -5.781 -0.404
C 2.925 -4.225 -0.232
C 3.525 -2.989 -0.071
C 2.694 -1.890 0.035
N 1.371 -1.966 0.012
C 0.797 -3.165 -0.123
C 1.549 -4.328 -0.257
C -0.672 -3.186 0.007
C -1.435 -4.338 -0.182
C -2.785 -4.281 0.086
Br -3.880 -5.797 -0.212
C -3.349 -3.113 0.575
C -2.519 -2.015 0.696
N -1.228 -2.032 0.385
H 4.600 -2.886 -0.037
H 3.106 -0.896 0.147
H 1.081 -5.295 -0.361
H -0.995 -5.256 -0.543
H -4.395 -3.057 0.836
H -2.907 -1.071 1.056
Cl 1.761 1.118 1.525
C 1.942 0.731 3.217
C 2.758 1.555 3.972
C 2.924 1.308 5.322
C 2.271 0.230 5.903
C 1.470 -0.592 5.134
Cl 0.696 -1.926 5.915
C 1.263 -0.383 3.747
S 0.239 -1.408 2.809
H 3.257 2.388 3.494
H 3.555 1.952 5.918
H 2.378 0.029 6.960
S -5.618 4.815 -1.378
N -4.879 4.453 0.011
C -4.086 3.427 -0.230
C -3.211 2.794 0.727
C -3.095 3.218 2.053
C -2.208 2.569 2.879
C -1.434 1.535 2.355
N -1.533 1.116 1.103
C -2.431 1.709 0.294
C -2.597 1.167 -1.055
N -1.977 0.014 -1.319
C -2.111 -0.515 -2.522
C -2.833 0.087 -3.549
C -3.491 1.268 -3.288
C -3.402 1.815 -2.007
C -4.143 2.979 -1.587
N -4.973 3.684 -2.331
H -3.708 4.042 2.394
H -2.087 2.857 3.913
H -0.721 1.015 2.981
H -1.620 -1.471 -2.677
H -2.879 -0.375 -4.525
H -4.091 1.770 -4.035
C 2.211 1.501 -4.423
Ge 2.521 1.091 -2.499
C 3.919 -0.321 -2.472
C 3.383 2.683 -1.699
C 0.791 0.596 -1.728
H 3.115 1.870 -4.912
H 1.430 2.257 -4.528
H 1.879 0.605 -4.952
H 4.658 -0.120 -3.250
H 3.500 -1.313 -2.648
H 4.444 -0.330 -1.516
H 4.203 3.009 -2.341
H 3.790 2.454 -0.713
H 2.680 3.511 -1.592
H 0.426 -0.137 -2.462
H 0.174 1.492 -1.916
*
```

Results
DFT total energy (hartree): -10705.4921
Gap between HOMO and LUMO (eV): 5.9
Largest force on an atom (hartree/bohr): 0.012

Record 3
The following is a DFT calculation (ωB97M-V/def2-TZVPD) of C2H5PSi as an isolated structure.

```
! RIJCOSX wB97M-V def2-TZVPD def2/J DEFGRID3
* xyz 0 1
C -0.091 -0.827 0.299
C -0.002 0.392 -0.607
Si 0.933 0.888 0.876
P -1.647 -0.162 0.065
H 0.279 -1.859 -0.076
H 0.102 0.377 -1.742
H 0.191 1.882 1.648
H 2.310 0.420 0.657
H -2.076 -1.112 -1.121
*
```

Results
DFT total energy (hartree): -709.9059
Gap between HOMO and LUMO (eV): 9.0
Largest force on an atom (hartree/bohr): 0.077

> Which of these has the highest largest force on an atom?

C2H5PSi